# 1
Below is C33H49GeLaN2O12Te as an isolated structure at a distorted geometry, with properties calculated with wB97M-V/def2-TZVPD.

HOMO level (spin up / spin down) in eV: -9.15 / -9.15
Multiplicity: 2
Charge: +1
Energy above the lowest of the compared OMol25 structures with the same formula, charge and spin in eV: 0.057
Expectation value of S²: 0.7583
Orbital gap (spin up / spin down) in eV: 5.030 / 3.057

Element x y z (Å)
La1 -2.0985 -0.3630 -0.1559
O1 -0.5489 0.5455 -1.9488
C1 0.1867 -0.2664 -2.8550
C2 -0.4856 -1.5247 -3.3723
N1 -1.0725 -2.4074 -2.3136
C3 -0.0871 -3.1520 -1.4871
C4 0.7040 -2.2553 -0.5067
O2 1.9190 -2.4612 -0.3474
O3 0.0253 -1.3827 0.1581
C5 -2.3835 -3.0466 -2.5309
C6 -3.3123 -1.8940 -2.9433
O4 -3.9058 -2.0299 -3.9951
O5 -3.3506 -0.8414 -2.1872
H1 -0.6212 1.5114 -2.2484
H2 1.1186 -0.5274 -2.3270
H3 0.4544 0.3158 -3.7255
H4 0.3162 -2.1013 -3.8953
H5 -1.3311 -1.2575 -4.0750
H6 0.5904 -3.6797 -2.1637
H7 -0.5770 -3.8955 -0.8861
H8 -2.7278 -3.5895 -1.6253
H9 -2.3763 -3.7887 -3.3146
O6 0.2278 0.2437 4.1498
C7 -0.6189 -0.0951 3.1141
O7 -0.9657 0.6089 2.1385
C8 -1.2098 -1.4476 3.2946
C9 -0.7629 -2.2745 4.3944
C10 -1.5222 -3.4058 4.6502
C11 -2.4731 -3.8167 3.6980
C12 -2.6256 -2.9885 2.5138
N2 -2.1075 -1.8245 2.3983
C13 -3.2562 -3.4942 1.3122
O8 -3.3708 -4.8174 1.2837
O9 -3.5638 -2.7726 0.3678
H10 0.6549 1.0904 3.9469
H11 0.1150 -2.0223 4.9930
H12 -1.3433 -3.8279 5.6169
H13 -3.0963 -4.7474 3.9168
H14 -2.9831 -5.2902 2.0604
C14 0.7007 4.5353 1.3756
C15 0.7231 3.2316 0.5760
C16 1.3784 3.4664 -0.7884
C17 1.4830 2.2491 1.4434
O10 -0.6190 2.6686 0.3346
Ge1 -1.8808 3.4423 -0.6054
O11 -3.1025 1.7973 -0.0593
C18 -4.3259 1.9098 0.7834
C19 -5.3725 2.6826 -0.0429
C20 -4.6871 0.4875 1.1586
C21 -3.8503 2.4972 2.1361
O12 -1.2116 3.0370 -2.3617
C22 -2.0318 3.1095 -3.6272
C23 -2.5507 4.5103 -3.8542
C24 -0.9925 2.6055 -4.7338
C25 -3.3185 2.2762 -3.4667
H15 1.7640 4.9340 1.3387
H16 -0.0111 5.2835 1.0313
H17 0.4419 4.2452 2.4277
H18 2.4231 3.6738 -0.6420
H19 1.2949 2.6541 -1.5310
H20 1.0306 4.3883 -1.2537
H21 2.5753 2.4734 1.4211
H22 1.1627 2.2754 2.5171
H23 1.4086 1.2081 1.0956
H24 -5.5404 2.0537 -0.9184
H25 -6.3514 2.7039 0.4823
H26 -4.9895 3.7115 -0.2775
H27 -4.5683 -0.2069 0.2847
H28 -4.0367 0.0504 1.9151
H29 -5.7363 0.3013 1.4719
H30 -3.4031 3.4706 2.0159
H31 -4.6141 2.6299 2.8964
H32 -3.0474 1.8974 2.5061
H33 -1.8299 5.2262 -4.1559
H34 -3.3539 4.4048 -4.6640
H35 -3.0590 4.7674 -2.9152
H36 -0.0818 3.2286 -4.6237
H37 -0.8146 1.5191 -4.5767
H38 -1.3936 2.7861 -5.7791
H39 -3.9748 2.8866 -2.8295
H40 -3.7467 2.2283 -4.4940
H41 -3.2631 1.2472 -3.1126
C26 5.8958 -2.2632 2.7383
Te1 4.7075 -1.3106 1.0158
C27 6.8653 -0.6248 0.7907
C28 7.6929 -1.8339 1.1920
C29 8.8287 -2.2495 0.5255
C30 9.4982 -3.4623 0.7936
C31 9.1037 -4.1513 1.9257
C32 7.9238 -3.7992 2.5943
C33 7.1795 -2.6565 2.2519
H42 5.2961 -3.0035 3.2156
H43 5.9312 -1.3682 3.3692
H44 7.0858 0.3020 1.3492
H45 6.9875 -0.4124 -0.3127
H46 9.2492 -1.5903 -0.2841
H47 10.2368 -3.7979 0.0466
H48 9.7193 -4.9343 2.3296
H49 7.6365 -4.4191 3.4564

# 2
Below is C33H50BN7O2PbS3 as an isolated structure, with properties calculated with wB97M-V/def2-TZVPD.

HOMO level in eV: -7.24
Multiplicity: 1
Energy above the lowest of the compared OMol25 structures with the same formula, charge and spin in eV: 1.708
Orbital gap in eV: 7.110

Element x y z (Å)
Pb1 -3.6545 0.3561 1.8217
C1 0.4157 -2.1072 4.4402
C2 0.3854 -1.6574 3.0106
C3 1.5081 -1.6840 2.2834
C4 1.4608 -1.4438 0.8828
N1 0.3733 -1.0237 0.3071
N2 -0.7783 -0.8262 1.0500
B1 -2.0351 -0.1176 0.3053
N3 -2.6654 -0.9651 -0.8575
N4 -1.7885 -1.8173 -1.4471
C5 -2.1780 -2.5753 -2.4213
C6 -3.5051 -2.5302 -2.9232
C7 -4.4062 -1.7081 -2.3563
C8 -5.8191 -1.6474 -2.8385
C9 -3.9859 -0.8922 -1.2352
S1 -5.1627 0.0439 -0.4909
C10 -1.1944 -3.5432 -3.0564
C11 -1.0701 -3.2262 -4.5530
C12 0.1686 -3.3994 -2.4092
C13 -1.7069 -4.9772 -2.8693
N5 -1.6941 1.3934 -0.2768
N6 -0.5917 1.3798 -1.0706
C14 -0.1673 2.4744 -1.6266
C15 -0.8271 3.7113 -1.4502
C16 -1.9241 3.7664 -0.6759
C17 -2.6513 5.0592 -0.4833
C18 -2.3680 2.5515 -0.0258
S2 -3.7373 2.7885 0.9561
C19 1.0749 2.4506 -2.4981
C20 0.7309 2.9590 -3.9050
C21 1.6064 1.0409 -2.5867
C22 2.1405 3.3529 -1.8619
C23 -0.8409 -1.2246 2.3709
S3 -2.1780 -1.2843 3.4077
C24 2.8034 -1.7094 0.1653
C25 2.7441 -1.8475 -1.3498
C26 3.3988 -3.0522 0.6414
C27 3.7599 -0.5679 0.5507
H1 1.4337 -2.3861 4.7140
H2 0.0598 -1.3283 5.1118
H3 -0.2438 -2.9618 4.5887
H4 2.4368 -1.9651 2.7547
H5 -3.7902 -3.1651 -3.7515
H6 -5.9553 -2.3231 -3.6821
H7 -6.5076 -1.9182 -2.0376
H8 -6.0825 -0.6325 -3.1377
H9 -0.7153 -2.2046 -4.7026
H10 -0.3520 -3.9073 -5.0136
H11 -2.0179 -3.3386 -5.0812
H12 0.5320 -2.3814 -2.5278
H13 0.1190 -3.6005 -1.3381
H14 0.8772 -4.0901 -2.8722
H15 -2.6756 -5.1363 -3.3455
H16 -0.9995 -5.6803 -3.3132
H17 -1.8063 -5.2171 -1.8092
H18 -0.4570 4.6038 -1.9365
H19 -2.1773 5.8397 -1.0777
H20 -3.6971 4.9664 -0.7773
H21 -2.6493 5.3497 0.5674
H22 -0.0359 2.3322 -4.3639
H23 0.3706 3.9883 -3.8999
H24 1.6220 2.9233 -4.5344
H25 0.8662 0.3717 -3.0292
H26 2.5217 1.0123 -3.1820
H27 1.8101 0.6730 -1.5866
H28 1.8112 4.3907 -1.7863
H29 2.3911 3.0009 -0.8582
H30 3.0495 3.3347 -2.4666
H31 2.2512 -2.7751 -1.6214
H32 2.2372 -1.0364 -1.8458
H33 3.7673 -1.8989 -1.7289
H34 2.7143 -3.8734 0.4198
H35 4.3254 -3.2323 0.0935
H36 3.6435 -3.0915 1.7001
H37 3.3905 0.3948 0.1932
H38 3.8992 -0.4945 1.6316
H39 4.7390 -0.7432 0.1002
O1 -1.0710 1.8667 2.4870
C28 -0.1384 2.1058 3.2423
C29 0.9920 3.0173 2.8214
C30 2.3339 2.2884 2.6926
C31 3.0701 2.0922 4.0147
C32 2.3492 1.2098 5.0283
C33 0.9799 1.7369 5.4545
N7 -0.0637 1.5364 4.4633
H40 1.0824 3.8508 3.5259
H41 0.6869 3.4277 1.8593
H42 2.9749 2.8672 2.0235
H43 2.1685 1.3211 2.2043
H44 3.2443 3.0757 4.4662
H45 4.0570 1.6685 3.8114
H46 2.9732 1.1158 5.9210
H47 2.2188 0.2027 4.6228
H48 1.0547 2.7958 5.7245
H49 0.6529 1.2133 6.3523
H50 -0.8459 0.9337 4.6877
O2 -5.0662 0.3739 3.1045

# 3
Below is C33H50BrN4O5S3SbV as an isolated structure at a distorted geometry, with properties calculated with wB97M-V/def2-TZVPD.

HOMO level (spin up / spin down) in eV: -6.17 / -5.73
Multiplicity: 2
Expectation value of S²: 1.0713
Orbital gap (spin up / spin down) in eV: 5.862 / 5.426

Element x y z (Å)
V1 -0.2637 0.3380 0.0010
N1 2.0861 1.9722 2.2278
C1 0.9300 2.8671 1.9999
C2 -0.3748 2.2109 2.4447
O1 -0.9574 2.7019 3.4245
N2 -0.7660 1.1072 1.7726
C3 -1.9355 0.4408 2.3855
C4 -2.2698 -0.8381 1.6246
O2 -2.9922 -1.6973 2.1045
O3 -1.6972 -0.9077 0.4457
H1 2.0423 1.6201 3.1763
H2 2.9494 2.4941 2.1627
H3 0.8862 3.1136 0.9366
H4 0.9962 3.7936 2.5603
H5 -2.8087 1.0998 2.3953
H6 -1.7524 0.1919 3.4287
C5 -1.2664 -4.4280 -2.1996
C6 -1.7728 -3.0790 -2.7058
S1 -0.7605 -1.6720 -2.2098
C7 0.0443 -1.1054 -3.7341
C8 1.2721 -1.8793 -4.2185
S2 2.6197 -1.9023 -2.9990
C9 2.7437 -3.6517 -2.5139
C10 1.5611 -4.2347 -1.7288
S3 0.3306 -4.9934 -2.8459
H7 -1.9694 -5.2005 -2.5134
H8 -1.2354 -4.4431 -1.1104
H9 -2.7572 -2.8961 -2.2712
H10 -1.8672 -3.0595 -3.7922
H11 0.3308 -0.0812 -3.4877
H12 -0.7072 -1.0492 -4.5272
H13 1.6633 -1.4143 -5.1255
H14 1.0134 -2.9092 -4.4441
H15 3.6398 -3.6736 -1.8917
H16 2.9578 -4.2428 -3.4052
H17 1.0659 -3.4537 -1.1608
H18 1.9087 -5.0094 -1.0454
C11 1.1417 -2.0209 1.7376
O4 1.3125 -0.9479 0.7935
C12 2.5753 -0.5726 0.4453
C13 3.7152 -1.1948 0.8845
C14 4.9453 -0.7517 0.4066
Br1 6.5181 -1.6122 1.0093
C15 5.0367 0.2753 -0.4972
C16 3.8636 0.8998 -0.9359
C17 2.6523 0.4947 -0.4491
O5 1.4758 1.0911 -0.8404
C18 3.8402 1.9626 -1.9441
N3 2.7173 2.4716 -2.3736
C19 3.0591 3.4316 -3.3237
C20 2.2584 4.2700 -4.0963
C21 2.8917 5.1273 -4.9755
C22 4.2936 5.1548 -5.0931
C23 5.0972 4.3265 -4.3327
C24 4.4467 3.4722 -3.4474
N4 4.9150 2.5137 -2.5547
H19 1.6026 -2.9297 1.3567
H20 0.0740 -2.1635 1.8398
H21 1.5787 -1.7416 2.6940
H22 3.6732 -2.0109 1.5921
H23 6.0059 0.5759 -0.8751
H24 1.6986 1.7857 -1.5409
H25 1.1769 4.2447 -4.0037
H26 2.2964 5.7928 -5.5904
H27 4.7529 5.8393 -5.7955
H28 6.1780 4.3453 -4.4233
H29 5.8762 2.2858 -2.3811
C25 -3.3813 3.3958 -3.6349
C26 -2.3577 2.3088 -3.2899
C27 -1.0204 2.6035 -3.9869
Sb1 -2.0410 1.9376 -1.1752
C28 -4.0151 1.2105 -0.6158
C29 -4.2265 -0.1016 -1.3733
C30 -5.2336 2.1237 -0.7528
C31 -1.7891 3.9323 -0.3532
C32 -0.5628 4.5618 -1.0215
C33 -2.9786 4.8974 -0.3631
H30 -3.6221 3.3648 -4.7067
H31 -2.9702 4.3896 -3.4288
H32 -4.3153 3.3035 -3.0832
H33 -2.7271 1.3402 -3.6375
H34 -0.6836 3.6168 -3.7458
H35 -1.1270 2.5501 -5.0783
H36 -0.2221 1.9153 -3.6991
H37 -3.8713 0.9782 0.4395
H38 -4.3149 0.0719 -2.4528
H39 -5.1581 -0.5738 -1.0390
H40 -3.4108 -0.8038 -1.1941
H41 -5.5348 2.2350 -1.7970
H42 -5.0890 3.1164 -0.3333
H43 -6.0811 1.6677 -0.2287
H44 -1.5557 3.6979 0.6845
H45 -0.8110 4.9306 -2.0241
H46 0.2800 3.8684 -1.1230
H47 -0.2123 5.4210 -0.4375
H48 -3.2978 5.1462 -1.3778
H49 -2.6952 5.8370 0.1305
H50 -3.8371 4.5032 0.1772

# 4
Below is C33H50N3PPdSb2 as an isolated structure at a distorted geometry, with properties calculated with wB97M-V/def2-TZVPD.

HOMO level (spin up / spin down) in eV: -11.99 / -11.99
Multiplicity: 1
Charge: +2
Orbital gap (spin up / spin down) in eV: 3.650 / 3.628

Element x y z (Å)
Pd1 -0.4849 0.1810 -0.9073
C1 -3.5327 2.2067 1.4875
Sb1 -1.8220 2.1678 0.1838
C2 -0.4008 2.8143 1.6691
C3 -2.1356 4.0295 -0.9824
C4 -1.0560 4.9845 -0.6667
C5 -1.2882 5.9342 0.3281
C6 -0.3174 6.8445 0.6961
C7 0.9355 6.7804 0.1038
C8 1.1876 5.8354 -0.8745
C9 0.2032 4.9408 -1.2939
C10 0.5051 4.0381 -2.4288
Sb2 1.1175 1.9741 -1.9420
C11 2.8293 2.4127 -0.6958
C12 2.1262 1.6689 -3.8169
H1 -3.5005 3.1468 2.0233
H2 -3.4859 1.3856 2.1942
H3 -4.4514 2.1485 0.9166
H4 -0.3299 3.8993 1.6431
H5 0.5770 2.3689 1.4945
H6 -0.7772 2.4962 2.6385
H7 -3.0993 4.3832 -0.6237
H8 -2.2100 3.7779 -2.0393
H9 -2.2631 5.9721 0.7914
H10 -0.5365 7.6018 1.4328
H11 1.7080 7.4741 0.3972
H12 2.1560 5.8080 -1.3536
H13 1.3646 4.4075 -2.9859
H14 -0.3373 3.9517 -3.1151
H15 3.6376 2.7248 -1.3493
H16 3.1301 1.5233 -0.1483
H17 2.5858 3.2132 -0.0022
H18 2.7989 2.5058 -3.9484
H19 1.4113 1.6472 -4.6346
H20 2.6975 0.7475 -3.7998
N1 4.1128 -3.1503 3.9421
C13 4.4141 -3.7335 5.1430
C14 5.5665 -4.3090 5.6505
C15 5.4983 -4.8021 6.9441
C16 4.3299 -4.7219 7.7102
C17 3.1805 -4.1454 7.2199
C18 3.2237 -3.6342 5.9174
N2 2.2718 -3.0084 5.1921
C19 2.8100 -2.7346 4.0193
C20 2.0687 -2.0793 2.9739
C21 2.5671 -1.8469 1.6864
C22 1.7524 -1.2260 0.7625
N3 0.5058 -0.8237 1.0327
C23 0.0279 -1.0462 2.2596
C24 0.7599 -1.6595 3.2498
H21 4.7414 -3.0500 3.1616
H22 6.4740 -4.3673 5.0710
H23 6.3731 -5.2623 7.3713
H24 4.3365 -5.1283 8.7077
H25 2.2724 -4.0858 7.7959
H26 3.5636 -2.1450 1.3977
H27 2.1042 -1.0402 -0.2540
H28 -0.9872 -0.7096 2.4365
H29 0.3541 -1.8259 4.2344
C25 -2.3676 -3.8516 -3.1888
C26 -1.8782 -3.0734 -1.9739
C27 -0.5035 -3.5185 -1.4791
P1 -1.8853 -1.2223 -2.2082
C28 -3.6048 -0.6667 -1.7147
C29 -4.7895 -1.3155 -2.4211
C30 -3.7134 -0.8940 -0.1998
C31 -1.4068 -0.6849 -3.9419
C32 -2.3596 -0.9711 -5.0933
C33 -0.0096 -1.2525 -4.2046
H30 -2.5648 -4.8801 -2.8938
H31 -1.6250 -3.8747 -3.9814
H32 -3.2927 -3.4341 -3.5784
H33 -2.5867 -3.2258 -1.1508
H34 0.2377 -3.4998 -2.2739
H35 -0.5527 -4.5307 -1.0845
H36 -0.1717 -2.8550 -0.6742
H37 -3.6121 0.4187 -1.9169
H38 -4.8566 -2.3738 -2.1827
H39 -4.7460 -1.1966 -3.4989
H40 -5.7051 -0.8431 -2.0673
H41 -3.9671 -1.9285 0.0198
H42 -4.4993 -0.2735 0.2266
H43 -2.7623 -0.6726 0.3053
H44 -1.3125 0.4151 -3.8388
H45 -2.4464 -2.0338 -5.2971
H46 -1.9661 -0.4902 -5.9884
H47 -3.3448 -0.5539 -4.9073
H48 -0.0326 -2.3359 -4.2897
H49 0.6681 -0.9855 -3.3853
H50 0.3931 -0.8567 -5.1341

# 5
Below is C33H51F4LiN3O14 as an isolated structure at a distorted geometry, with properties calculated with wB97M-V/def2-TZVPD.

HOMO level in eV: -2.70
Multiplicity: 1
Charge: -1
Orbital gap in eV: 3.465

Element x y z (Å)
C1 -0.7812 -1.5405 3.8431
C2 -0.8274 -0.6984 2.7030
C3 -0.9282 -1.4017 1.2913
C4 -1.3242 -0.4107 0.0939
C5 -2.7300 -0.9553 -0.4893
O1 -3.8367 -0.3204 0.1511
C6 -4.2758 -1.0017 1.3229
O2 -3.9045 -0.2003 2.4171
C7 -4.6695 1.0163 2.4806
C8 -3.7734 2.0135 3.3207
O3 -2.8805 2.8002 2.5117
N1 -1.6019 0.9819 0.5678
C9 -1.8224 1.8865 -0.5548
N2 -2.9160 2.6252 -0.4291
O4 -3.3009 3.5574 -1.3255
N3 -0.9437 2.0213 -1.6727
C10 -0.6254 0.6329 -2.2235
C11 -0.2174 -0.3183 -1.0397
C12 1.1791 0.0256 -0.3494
C13 2.0489 1.1273 -1.0773
C14 3.5625 1.1879 -0.5443
O5 4.2565 2.1009 -1.4484
C15 -0.0301 -1.7803 -1.6876
C16 1.0007 -1.7854 -2.9062
C17 1.5147 -3.2803 -3.1054
C18 2.9657 -3.5132 -2.5102
O6 3.2910 -2.6008 -1.4391
C19 3.5502 -3.2919 -0.2060
H1 -0.0516 -1.4088 4.6877
H2 -1.5496 -2.3651 3.9601
H3 -0.8334 0.4060 2.8914
H4 -1.6899 -2.2383 1.4068
H5 0.0573 -1.9265 1.1216
H6 -2.8491 -0.7225 -1.6025
H7 -2.7996 -2.0876 -0.4280
H8 -3.9564 -2.0746 1.4096
H9 -5.4158 -1.0104 1.2758
H10 -4.9187 1.4883 1.4899
H11 -5.6289 0.8478 3.0567
H12 -3.1363 1.3402 3.9720
H13 -4.4241 2.7331 3.8918
H14 -1.9799 2.7991 2.8652
H15 -0.7577 1.3748 1.0162
H16 -3.5309 2.4997 0.4055
H17 -3.8307 3.1404 -2.0330
H18 -1.3816 2.5125 -2.4576
H19 -1.5572 0.3067 -2.7783
H20 0.1710 0.7791 -3.0040
H21 1.8071 -0.9222 -0.3472
H22 1.0841 0.3083 0.7492
H23 1.6456 2.1813 -0.9228
H24 2.1489 0.9735 -2.1961
H25 3.6381 1.5913 0.5014
H26 4.0442 0.1854 -0.6996
H27 3.6299 2.8037 -1.6985
H28 0.3993 -2.4801 -0.9125
H29 -0.9947 -2.2074 -2.0841
H30 0.4078 -1.5225 -3.8375
H31 1.8340 -1.0407 -2.8032
H32 0.7941 -3.9475 -2.5328
H33 1.4649 -3.6181 -4.1869
H34 3.1260 -4.5623 -2.1327
H35 3.6987 -3.3603 -3.3645
H36 4.6337 -3.6117 -0.1897
H37 3.3977 -2.5739 0.6480
H38 2.8562 -4.1698 -0.0227
F1 -5.7570 3.2514 1.4959
Li1 -2.5335 0.5402 5.5950
O7 -3.4720 -1.2946 -3.7118
C20 -4.2663 -2.1540 -3.4285
O8 -3.9772 -3.2194 -2.6405
C21 -5.1085 -4.1018 -2.5926
C22 -6.2979 -3.2413 -2.9567
C23 -5.6889 -2.2365 -3.9165
H39 -4.9473 -4.9135 -3.3073
H40 -5.1999 -4.5260 -1.5925
H41 -7.1262 -3.8091 -3.3809
H42 -6.6663 -2.7222 -2.0675
H43 -5.6908 -2.6022 -4.9458
H44 -6.1817 -1.2679 -3.8519
C24 6.6559 3.6509 -3.5195
C25 5.7260 4.7140 -2.9723
O9 6.1731 6.0286 -3.3452
C26 5.8794 6.4132 -4.5936
O10 5.2854 5.7440 -5.3900
C27 6.3711 7.8355 -4.8410
F2 7.6302 8.0212 -4.4136
F3 5.6094 8.7389 -4.2008
F4 6.3534 8.1647 -6.1369
H45 7.6838 3.8433 -3.2042
H46 6.3556 2.6619 -3.1706
H47 6.6532 3.6473 -4.6111
H48 5.7335 4.6792 -1.8821
H49 4.6938 4.5530 -3.2934
C28 0.4888 -3.0941 7.1323
C29 -0.1739 -1.9181 7.2820
C30 0.6204 -0.8404 8.0251
O11 0.2066 0.3169 8.1871
C31 1.9262 -1.1968 8.5716
C32 2.5969 -2.3855 8.4380
C33 1.8435 -3.4287 7.6005
O12 2.3021 -4.5265 7.3013
O13 3.7210 -2.6955 8.9064
O14 -1.3434 -1.6222 6.8767
H50 0.0024 -3.9111 6.6059
H51 2.3864 -0.3953 9.1401